1.
ORCA calculation (wB97M-V/def2-TZVPD) on a structure of composition C4H13N3O at a distorted geometry.

Structure (XYZ):
```
21
Properties=species:S:1:pos:R:3:nbo_charge:R:1
C 1.59985 0.33650 0.70454 0.0925
C -0.68872 0.20076 -0.68344 -0.0525
C -2.55858 0.50663 -0.20652 -0.0728
C -0.30536 0.78657 0.57154 -0.3926
N 2.40408 0.41962 -0.47783 -0.8822
N 1.61007 -1.04966 1.11662 -0.8968
N -0.50639 -1.17287 -0.91177 -0.8687
O -3.16684 -0.74941 -0.30791 -0.7459
H -2.50720 -1.36666 -0.68073 0.4856
H 1.97750 0.97745 1.51383 0.1592
H -0.51079 0.81292 -1.56691 0.1936
H 2.12676 -1.69168 0.51816 0.3760
H 1.94328 0.81195 -1.29057 0.3585
H 3.23119 1.01381 -0.38077 0.3681
H 2.05441 -1.10855 2.02990 0.3629
H 0.10661 -1.35402 -1.69947 0.3817
H -0.10576 -1.63663 -0.08047 0.4057
H -2.84226 0.93472 0.75495 0.1615
H -2.87609 1.19666 -0.99296 0.1370
H -0.63214 0.26075 1.46570 0.2138
H -0.35362 1.87111 0.60412 0.2153
```

Properties
- charge = 0
- E_tot (eV) = -10873.5059
- energy above the lowest of the compared OMol25 structures with the same formula, charge and spin (kJ/mol) = 402.5
- gap between HOMO and LUMO (eV) = 8.3
- HOMO level (eV) = -7.41

2.
ORCA calculation (wB97M-V/def2-TZVPD) on a structure of composition C4H7NO at a distorted geometry.

Structure (XYZ):
```
13
Properties=species:S:1:pos:R:3:nbo_charge:R:1
O -1.69894 -0.03851 -1.02787 -0.6934
C -0.50456 -0.04955 -0.33407 0.1965
C 0.82679 0.48593 -0.82830 -0.3468
N 0.98541 0.05045 0.85947 -0.3271
C -0.29926 0.79033 0.93120 -0.2432
C 0.22111 -1.16963 0.39537 -0.2823
H -1.58594 -0.51384 -1.85856 0.4741
H 1.77855 0.02413 -0.62317 0.2717
H 0.77793 1.53969 -1.13494 0.1948
H -0.86334 0.56953 1.83516 0.1762
H -0.12174 1.86146 0.79930 0.1871
H 0.79463 -1.87967 -0.21812 0.1919
H -0.31065 -1.67031 1.20452 0.2007
```

Properties
- charge = 0
- E_tot (eV) = -7794.1212
- energy above the lowest of the compared OMol25 structures with the same formula, charge and spin (kJ/mol) = 532.9
- gap between HOMO and LUMO (eV) = 10.0
- HOMO level (eV) = -9.22

3.
ORCA calculation (wB97M-V/def2-TZVPD) on a structure of composition C48H54BaBr4N4O2SSi2 at a distorted geometry.

Structure (XYZ):
```
116
Properties=species:S:1:pos:R:3:mulliken_charge:R:1
Ba 1.38356 -0.52398 0.83806 1.4734
C 3.22366 -0.01468 -1.27374 -1.5567
Si 3.22056 1.67992 -2.00194 0.5664
C 1.45816 2.21452 -2.57164 -0.1613
N 0.47786 2.21812 -1.50184 0.9039
C -0.88484 2.33962 -1.99234 1.2447
C -1.26234 3.78262 -2.34714 -0.9971
C -1.15924 4.68942 -1.10874 -0.7950
C -0.42604 3.97162 0.02766 -0.3746
C 0.79986 3.24012 -0.50484 -0.1998
C 3.96146 3.00922 -0.86184 0.2714
C 4.21086 4.31792 -1.26154 0.2549
C 4.68816 5.26672 -0.37214 -0.7319
C 4.92616 4.92052 0.94736 -0.5312
C 4.69816 3.61772 1.36046 -0.5978
C 4.22256 2.68022 0.46236 -0.8383
C 4.23526 1.71762 -3.63504 0.6516
C 5.49056 2.29722 -3.80774 -0.2380
C 6.24316 2.06892 -4.94804 -0.6166
C 5.76016 1.24242 -5.94824 -0.4001
C 4.51416 0.65422 -5.79944 -0.6433
C 3.77226 0.89432 -4.65984 -0.5041
H 4.20036 -0.26408 -0.86264 0.3151
H 2.99326 -0.75468 -2.04054 0.0675
H 1.12146 1.48732 -3.31184 0.0409
H 1.49556 3.19572 -3.08444 0.0722
H -1.57704 1.96232 -1.23394 -0.3377
H -0.99454 1.70352 -2.87214 -0.7018
H -2.26924 3.80912 -2.77094 0.4406
H -0.57564 4.12752 -3.12594 0.2888
H -2.15624 4.98422 -0.76924 0.3685
H -0.62014 5.60692 -1.36854 0.3503
H -1.09384 3.26502 0.52206 -0.2140
H -0.10164 4.69712 0.77926 0.5184
H 1.32186 2.76082 0.32706 -0.0682
H 1.47866 3.99092 -0.93894 -0.0217
H 4.02096 4.61092 -2.28814 0.4560
H 4.87006 6.28362 -0.70564 0.3702
H 5.28956 5.66102 1.64876 0.3654
H 4.88586 3.33192 2.38686 0.5132
H 4.03776 1.67122 0.79626 0.4921
H 5.88856 2.93542 -3.02924 0.3175
H 7.21966 2.52732 -5.05764 0.3684
H 6.35466 1.04892 -6.83264 0.3364
H 4.13326 -0.00288 -6.57234 0.3852
H 2.81026 0.41582 -4.54374 0.2460
C -0.35384 -2.69878 -0.30864 -1.2501
Si -1.95484 -2.30328 -1.11974 0.6289
C -3.22304 -1.57878 0.14156 -1.2823
N -2.51334 -1.10078 1.32196 1.1340
C -2.88644 -1.68168 2.59216 -0.6539
C -3.83374 -0.79918 3.43526 -0.7331
C -4.66624 0.08332 2.51226 -0.8549
C -3.74264 1.04142 1.75846 -1.0924
C -2.41524 0.33622 1.38696 -0.0606
C -1.93174 -1.19348 -2.67394 0.5934
C -3.06174 -0.47468 -3.05024 -0.3086
C -3.12484 0.22402 -4.24254 -0.8712
C -2.03304 0.23442 -5.09324 -0.4966
C -0.88294 -0.44498 -4.72384 -0.6394
C -0.83894 -1.15148 -3.53194 -0.1301
C -2.86324 -3.84978 -1.84694 0.3573
C -2.98614 -4.07308 -3.21804 -0.2576
C -3.53264 -5.23858 -3.72294 -0.7483
C -3.97114 -6.23298 -2.86424 -0.4341
C -3.83654 -6.04798 -1.49744 -0.6613
C -3.28684 -4.87858 -1.00624 -0.4801
H 0.31556 -3.25208 -0.96614 0.4603
H -0.52514 -3.32018 0.57246 -0.2371
H -3.93334 -2.35758 0.43026 0.7068
H -3.81754 -0.76768 -0.29054 0.1916
H -1.97134 -1.88018 3.17116 0.0213
H -3.36454 -2.64728 2.39736 0.2866
H -3.25544 -0.15608 4.10126 0.3557
H -4.47764 -1.43908 4.04786 0.4648
H -5.41124 0.64382 3.08406 0.5620
H -5.21354 -0.55318 1.81286 0.2085
H -3.51914 1.90032 2.39236 0.5724
H -4.25514 1.41112 0.86756 0.3499
H -1.65324 0.58602 2.12456 0.0201
H -2.05444 0.68732 0.41986 -0.3005
H -3.93184 -0.47678 -2.40734 0.3214
H -4.02934 0.75892 -4.50814 0.3529
H -2.08164 0.76032 -6.03914 0.3526
H -0.01584 -0.42018 -5.37384 0.3555
H 0.05756 -1.69908 -3.27654 0.2247
H -2.65234 -3.30658 -3.90404 0.2926
H -3.61704 -5.37678 -4.79424 0.3740
H -4.40664 -7.14518 -3.25454 0.3378
H -4.16024 -6.82498 -0.81494 0.3807
H -3.18224 -4.74998 0.06416 0.4561
Br 1.27976 3.14922 7.13396 -0.2513
C 1.81566 2.03802 5.68846 -0.0914
C 2.99026 1.32342 5.75596 0.3012
Br 4.10536 1.45332 7.28816 -0.2368
C 3.35066 0.50752 4.68386 0.0643
Br 4.96176 -0.50988 4.75316 -0.2068
C 2.59016 0.37552 3.52556 1.0377
O 2.91996 -0.37368 2.54946 -1.3069
C 1.36156 1.14632 3.44546 -0.6828
O 0.63726 1.06702 2.39636 -0.4725
C 1.02706 1.93012 4.54256 0.0428
Br -0.61894 2.88842 4.40986 -0.1719
C -0.46844 -4.08468 6.75386 -0.9252
N -0.95114 -4.48918 5.46516 0.2038
C -2.22324 -4.90578 5.14346 -0.4208
C -2.27974 -5.08428 3.80676 -0.6114
N -1.03874 -4.78188 3.30076 0.1331
C -0.20604 -4.40788 4.31726 0.0015
S 1.39056 -4.03818 4.21086 -0.4361
H -0.63704 -4.86778 7.49696 0.3242
H -0.95564 -3.16118 7.08066 0.3259
H 0.60326 -3.90008 6.64906 0.2668
H -2.97384 -5.04798 5.89416 0.4664
H -3.08494 -5.41668 3.18466 0.4510
H -0.78844 -4.69578 2.32696 0.1754
```

Properties
- charge = -2
- E_tot (eV) = -368165.1410
- energy above the lowest of the compared OMol25 structures with the same formula, charge and spin (kJ/mol) = 152.4
- gap between HOMO and LUMO (eV) = 5.6
- HOMO level (eV) = -1.81

4.
ORCA calculation (wB97M-V/def2-TZVPD) on a structure of composition C6H11N5PPt at a distorted geometry.

Structure (XYZ):
```
24
Properties=species:S:1:pos:R:3:nbo_charge:R:1
C 0.01876 -0.30530 -1.74056 -0.4649
C -0.88189 -1.38656 -2.14452 -0.3224
C -0.53383 -2.57040 -1.47427 -0.3081
C 0.50103 -2.23752 -0.53774 -0.3286
C 0.91504 -0.87169 -0.72430 -0.4031
Pt 0.04227 1.28598 0.07182 0.3928
P -0.53376 3.33390 0.26630 0.1797
H 0.24186 0.55618 -2.37139 0.2167
H -1.70863 -1.22711 -2.83933 0.1876
H -0.96572 -3.54685 -1.59480 0.1926
H 1.87897 -0.45110 -0.44367 0.2245
H 0.95633 -2.89398 0.20065 0.1956
H -1.67649 3.40586 1.12175 -0.0045
H -0.95324 3.97461 -0.94590 -0.0246
H 0.40977 4.22586 0.86297 -0.0117
N 0.56797 0.28813 5.16240 -0.6825
N 0.44636 -0.08698 3.83848 0.0248
N -0.52842 -1.00755 3.51090 -0.4099
C -0.70974 -0.74080 2.22205 0.1522
N 0.05092 0.32658 1.80769 -0.4714
N 0.75228 0.77347 2.87830 -0.2748
H 1.44215 0.76965 5.33579 0.3619
H 0.41267 -0.52198 5.73918 0.3636
H -1.41085 -1.28479 1.59161 0.2146
```

Properties
- charge = -1
- E_tot (eV) = -26380.9276
- energy above the lowest of the compared OMol25 structures with the same formula, charge and spin (kJ/mol) = 34.6
- multiplicity = 3
- gap between HOMO and LUMO (alpha / beta) (eV) = 3.8 / 6.0
- HOMO level (alpha / beta) (eV) = -1.02 / -3.30
- <S²> = 2.019

5.
ORCA calculation (wB97M-V/def2-TZVPD) on the molecule CHClF3NO2S at a distorted geometry.

Structure (XYZ):
```
10
Properties=species:S:1:pos:R:3:nbo_charge:R:1
C 1.48587 -0.12668 -0.06347 0.7850
N -1.49295 -0.75078 0.77626 -0.7671
O -0.52523 0.50968 -1.71201 -0.8807
O -0.29901 1.87764 0.23961 -0.8629
F 1.76536 -0.32413 1.21756 -0.2932
F 1.55801 -1.27626 -0.65122 -0.2937
F 2.33655 0.69710 -0.65898 -0.2934
S -0.25817 0.60605 -0.33703 2.0607
Cl -2.76939 0.30855 1.22014 0.1504
H -1.80103 -1.52119 -0.03087 0.3949
```

Properties
- charge = 0
- E_tot (eV) = -38144.8205
- SMILES string = O=S(=O)(NCl)C(F)(F)F
- energy above the lowest of the compared OMol25 structures with the same formula, charge and spin (kJ/mol) = 0.0
- gap between HOMO and LUMO (alpha / beta) (eV) = 9.3 / 9.3
- HOMO level (alpha / beta) (eV) = -10.32 / -10.32

6.
ORCA calculation (wB97M-V/def2-TZVPD) on a cluster of 2 separate species, C7H15NO4 in total at a distorted geometry.

Structure (XYZ):
```
27
Properties=species:S:1:pos:R:3:nbo_charge:R:1
C 2.09397 -1.46189 0.33318 -0.1090
C 2.07918 -0.69794 -0.84491 -0.4579
C 1.04797 0.42923 -0.93382 -0.0577
C -1.27282 0.46636 -0.14045 -0.0787
C -2.29084 -0.52790 0.35701 -0.0916
C -0.30562 0.96447 0.95187 0.0491
C 0.84014 1.42300 0.24298 0.0582
H 0.26865 -1.50242 -0.33402 0.5078
H 2.43844 -1.11952 1.37407 0.1845
H 2.74050 -2.21440 0.22850 0.1822
H 2.06115 -1.37571 -1.78460 0.2315
H 3.08403 -0.13208 -1.09604 0.2328
H 1.41189 0.86243 -2.00009 0.2357
H -0.53751 -0.21005 -2.19353 0.4072
H -1.66822 1.26182 -0.64048 0.2119
H -3.16126 -0.08258 1.03452 0.2105
H -1.65099 -1.35940 0.84861 0.1909
H -1.85113 -1.23672 -1.59036 0.4415
H -0.73652 1.91508 1.47976 0.1979
H 0.16315 -0.74691 1.63935 0.4943
H 1.67668 1.52057 1.06116 0.2118
H 0.41916 3.57936 0.10295 0.4964
N -0.31833 -0.26862 -1.15352 -0.7404
O 0.72608 -1.98971 0.52860 -0.8097
O -2.95678 -0.91201 -0.85860 -0.7079
O -0.20751 0.07167 1.99982 -0.7229
O 0.49051 2.72367 -0.40112 -0.7683
```

Properties
- charge = 0
- E_tot (eV) = -17176.7346
- energy above the lowest of the compared OMol25 structures with the same formula, charge and spin (kJ/mol) = 486.7
- gap between HOMO and LUMO (eV) = 9.9
- HOMO level (eV) = -9.49